Record 1
ORCA calculation (ωB97M-V/def2-TZVPD) on C20H36BeF4IMgN3NaO15P2 as an isolated structure in a non-equilibrium geometry.

```
! wB97M-V def2-TZVPD RIJCOSX def2/J DEFGRID3
* xyz -1 1
C 4.74655 -1.59932 -1.66590
C 3.29082 -2.14224 -2.01579
C 2.72338 -1.54117 -3.33792
I 3.03075 -2.83492 -5.04228
C 1.23212 -1.14016 -3.25698
O 1.08999 -0.14879 -2.27917
P -0.65883 0.13878 -2.19473
C -0.45607 0.26901 -0.31176
C -0.88384 1.62586 0.30597
C -2.04432 2.30459 -0.38847
F -1.98374 2.85867 -1.60930
C -3.23940 2.42348 0.23640
F -3.95187 1.38989 0.70002
F -3.73388 3.64503 0.43053
O -0.94436 -1.62324 -2.25104
C 0.11719 -2.27210 -3.01102
C 0.57823 -3.69579 -2.60101
C -0.71469 -4.55104 -2.23743
C -1.12864 -5.58645 -3.31762
O -1.84494 -4.31974 -3.03486
H 5.21356 -1.14345 -2.54803
H 5.31432 -2.45641 -1.27426
H 4.65751 -0.88512 -0.82391
H 2.53625 -1.95595 -1.19562
H 3.36264 -3.23208 -2.17042
H 3.27685 -0.60716 -3.52790
H 1.02197 -0.78978 -4.29745
H -2.10645 0.36425 -2.20254
H -0.29779 1.50136 -2.53298
H -0.86088 0.00143 -3.63045
H -0.95289 -0.60663 0.13094
H 0.61443 0.14968 -0.09532
H -0.03080 2.31459 0.40378
H -1.22271 1.40731 1.33344
H -0.34909 -2.38944 -4.00475
H 1.00440 -4.23452 -3.44961
H 1.19379 -3.71277 -1.68920
H -0.84991 -4.85388 -1.13296
H -1.82844 -6.38211 -3.06915
H -0.57290 -5.55208 -4.25424
Mg 3.37374 -2.19076 0.59773
C -6.71095 2.28474 1.68626
C -7.50587 2.28822 2.92277
N -8.11934 2.29095 3.87568
H -5.90234 1.56658 1.77040
H -7.34262 2.01203 0.84243
H -6.29260 3.27478 1.51268
O -4.88967 -4.64895 -4.93693
P -3.93511 -5.03759 -6.06153
O -2.88928 -6.03069 -5.56646
O -3.22683 -3.78147 -6.56278
O -4.74708 -5.67701 -7.18355
Na -1.18687 -5.28527 0.49266
Be -4.06493 1.29184 -1.65671
C 0.50874 0.18812 3.17440
O -0.15192 -0.69959 2.64817
N 0.35844 0.61992 4.42460
C 1.18990 1.67362 4.96344
C -0.66271 0.01411 5.26412
H 1.31338 0.71392 2.63129
H 1.73615 1.29238 5.82846
H 0.55562 2.51084 5.27059
H 1.90024 2.01852 4.21368
H -0.46624 -1.05150 5.35436
H -1.64334 0.15340 4.79851
H -0.65768 0.46815 6.25063
C 2.42186 5.49979 0.59863
C 3.64374 4.96273 -0.09937
O 4.20472 4.08960 0.88218
C 3.20223 3.71368 1.71916
O 3.29659 2.86530 2.54042
O 2.07440 4.43820 1.48981
H 1.60600 5.71115 -0.09020
H 2.63347 6.39668 1.18391
H 3.39647 4.38116 -0.99084
H 4.34881 5.74490 -0.37289
O 3.14038 7.98625 3.04418
H 2.73942 7.41107 3.70535
H 3.79916 8.48560 3.53746
F -2.17948 -2.51277 -1.19543
N 1.63791 -2.41605 6.28194
O 1.83557 -3.57502 5.86608
O 0.64109 -2.16719 6.99602
O 2.42893 -1.49678 5.97878
*
```

Values from the calculation:
- Kohn-Sham gap: 2.48 eV
- LUMO energy: -2.4 eV
- Energy above the lowest of the compared OMol25 structures with the same formula, charge and spin: 0.0 kJ/mol
- E_HOMO: -4.8 eV

Calculated atomic charges, method Mulliken, unit e:
1. C -1.3263
2. C 0.3034
3. C -1.1832
4. I 0.0637
5. C -0.3152
6. O -0.6122
7. P 0.3861
8. C -0.5411
9. C 0.4121
10. C 0.2994
11. F -0.2504
12. C -0.0704
13. F -0.2110
14. F -0.2406
15. O -0.1759
16. C 0.8312
17. C -0.6548
18. C 1.3045
19. C -0.4453
20. O -0.2703
21. H 0.4116
22. H 0.3923
23. H 0.3261
24. H -0.2509
25. H 0.3927
26. H 0.8066
27. H 0.2742
28. H -0.3601
29. H 0.0679
30. H 0.2724
31. H 0.3170
32. H 0.2510
33. H -0.0775
34. H 0.1989
35. H 0.2923
36. H 0.2240
37. H 0.1227
38. H -1.1785
39. H 0.2484
40. H 0.2160
41. Mg 0.0159
42. C -0.4747
43. C 0.2074
44. N -0.3484
45. H 0.1106
46. H 0.2998
47. H 0.2150
48. O -0.4527
49. P 0.9719
50. O -0.4974
51. O -0.4717
52. O -0.5225
53. Na 0.9641
54. Be 0.1720
55. C 0.0791
56. O -0.7448
57. N 0.3018
58. C -0.7775
59. C -1.0157
60. H 0.4520
61. H 0.3488
62. H 0.3404
63. H 0.1182
64. H 0.3187
65. H 0.2698
66. H 0.3540
67. C -0.1147
68. C -0.3564
69. O -0.3610
70. C 0.6827
71. O -0.5272
72. O -0.3319
73. H 0.2803
74. H 0.1264
75. H 0.2437
76. H 0.3197
77. O -0.6317
78. H 0.3206
79. H 0.3086
80. F -0.4720
81. N 0.9842
82. O -0.6786
83. O -0.6557
84. O -0.6223

---

Record 2
ORCA calculation (ωB97M-V/def2-TZVPD) on C20H36Cl2N2O6PPt as an isolated structure in a non-equilibrium geometry.

```
! wB97M-V def2-TZVPD RIJCOSX def2/J DEFGRID3
* xyz -1 3
O -0.52846 -0.87249 -0.86441
C 0.24964 -1.10327 -1.93895
C 0.59822 -2.60085 -2.01505
C 0.70620 -3.36487 -0.85084
H 0.61230 -2.86431 0.11689
C 0.92014 -4.73987 -0.95287
H 0.94534 -5.33475 -0.03455
C 1.11767 -5.32158 -2.21012
H 1.32790 -6.39230 -2.28406
C 1.07136 -4.54304 -3.36836
H 1.24952 -4.97873 -4.35052
C 0.78448 -3.17903 -3.27129
H 0.71533 -2.52773 -4.14973
H -0.33622 -0.85148 -2.84444
C 1.36144 1.12870 -2.78810
C 1.55928 -0.16532 -2.04531
H 2.15369 1.31561 -3.53901
H 1.39483 1.97650 -2.09429
H 0.38811 1.13879 -3.30645
C 2.77562 -0.72570 -1.87901
C 4.09033 -0.10322 -2.23488
H 2.84041 -1.69818 -1.38930
H 4.58549 -0.65150 -3.05803
H 4.78034 -0.15043 -1.38171
H 4.01273 0.94671 -2.54271
Pt 0.54351 0.63355 0.74810
Cl 1.29191 -1.23484 1.94058
Cl 2.58507 1.69339 0.20237
H -3.48338 -3.82605 0.85482
H -2.83493 -3.03121 3.16438
C -2.50694 -3.41237 0.56195
C -2.02075 -2.40416 2.77942
N -2.20865 -2.22455 1.34704
H -2.52756 -3.13860 -0.49728
C -2.19428 -1.00959 0.78763
O -1.76312 0.01804 1.36403
H -2.03449 -1.43212 3.27807
H -2.64236 -0.99085 -0.22238
H -1.73844 -4.17780 0.72861
H -1.06886 -2.91414 2.97604
H -2.06715 5.02775 -0.79931
H -4.26758 3.53530 -1.65802
C -1.60658 4.38527 -1.56558
C -3.52201 2.90673 -2.16447
N -2.20891 3.05670 -1.55070
H -0.53218 4.31111 -1.37868
C -1.63472 2.05678 -0.88408
O -0.50105 2.22798 -0.32937
H -3.82459 1.85877 -2.09546
H -2.18680 1.10668 -0.85501
H -1.79388 4.83329 -2.54697
H -3.47866 3.20222 -3.22008
C 3.19988 1.22485 3.38910
O 1.85451 1.69614 3.59751
P 0.62636 1.93688 2.64646
O -0.63201 1.77794 3.62049
C -0.59838 0.97122 4.81919
O 0.64746 3.48162 2.26331
C -0.53986 4.29271 2.15652
H 3.49179 1.31128 2.33267
H 3.25434 0.17880 3.70645
H 3.84804 1.84789 4.01303
H -0.57029 -0.09904 4.56410
H 0.26280 1.22060 5.45539
H -1.51870 1.21252 5.36231
H -1.45987 3.69889 2.05359
H -0.60354 4.91818 3.05553
H -0.41086 4.93455 1.27576
*
```

Values from the calculation:
- Kohn-Sham gap (alpha / beta): 4.59 / 6.37 eV
- ⟨S²⟩: 2.0059
- LUMO energy (alpha / beta): 2.4 / 2.4 eV
- Energy above the lowest of the compared OMol25 structures with the same formula, charge and spin: 0.0 kJ/mol
- E_HOMO (alpha / beta): -2.2 / -4.0 eV

Calculated atomic charges, method Mulliken, unit e:
1. O -0.3828
2. C -0.1929
3. C -0.8133
4. C 0.4854
5. H 0.3631
6. C -0.9906
7. H 0.3964
8. C -0.3705
9. H 0.3402
10. C -0.6484
11. H 0.3665
12. C -0.2027
13. H 0.3602
14. H 0.1783
15. C -1.4421
16. C 0.7298
17. H 0.4695
18. H 0.1821
19. H 0.3389
20. C 0.1386
21. C -1.5233
22. H 0.3876
23. H 0.3446
24. H 0.2905
25. H 0.3432
26. Pt 1.6823
27. Cl -0.6670
28. Cl -0.6807
29. H 0.3328
30. H 0.3962
31. C -1.0390
32. C -0.8769
33. N 0.4386
34. H 0.3199
35. C -0.3101
36. O -0.7324
37. H 0.1089
38. H 0.5475
39. H 0.3159
40. H 0.2794
41. H 0.2701
42. H 0.3235
43. C -0.9594
44. C -0.9694
45. N 0.3383
46. H 0.2616
47. C 1.0821
48. O -1.0511
49. H 0.3012
50. H -0.4969
51. H 0.3726
52. H 0.3114
53. C -0.4516
54. O -0.2109
55. P 0.0496
56. O -0.2067
57. C -0.6522
58. O -0.1404
59. C -0.6518
60. H 0.2006
61. H 0.2326
62. H 0.2628
63. H 0.1988
64. H 0.2764
65. H 0.2700
66. H 0.2652
67. H 0.3114
68. H 0.1982

---

Record 3
ORCA calculation (ωB97M-V/def2-TZVPD) on a 3-piece molecular cluster, C20H36ClI2NO7 overall in a non-equilibrium geometry.

```
! wB97M-V def2-TZVPD RIJCOSX def2/J DEFGRID3
* xyz 0 1
C 5.99544 -0.37967 0.61860
C 4.64232 -0.57564 -0.05520
C 3.88040 0.72440 -0.29460
C 2.86712 0.68047 -1.42645
C 1.62140 -0.15938 -1.17834
C 1.76381 -1.69324 -1.21627
C 1.58867 -2.29228 -2.58212
O 1.95672 -1.83158 -3.62027
Cl 0.75632 -3.89562 -2.55018
C 0.81014 0.16840 0.08760
C -0.70454 0.01566 -0.30842
I -1.68807 1.96364 -0.10223
C -1.38537 -1.06923 0.49174
C -2.88496 -1.30277 0.31820
O -3.54187 -1.71020 1.23826
I -3.91208 -1.01662 -1.55680
N -0.65095 -0.23363 -1.74660
C 0.56937 0.28590 -2.20817
O 0.69752 0.93412 -3.20963
H 6.55538 0.40535 0.12610
H 6.55958 -1.29758 0.50613
H 5.88252 -0.20952 1.68087
H 4.02993 -1.20631 0.58437
H 4.77629 -1.11417 -0.98991
H 4.61748 1.47836 -0.56043
H 3.42136 1.08402 0.62055
H 3.31504 0.30469 -2.33997
H 2.54062 1.68462 -1.66210
H 0.99648 -2.12171 -0.59368
H 2.70504 -2.05708 -0.82242
H 0.95210 1.21838 0.30606
H 1.05982 -0.42662 0.95289
H -0.91635 -2.03348 0.31830
H -1.21823 -0.83984 1.53523
H -1.37025 0.23036 -2.28554
C -2.41847 -3.06369 3.61722
O -1.30128 -3.44247 4.40975
C -1.22484 -2.73673 5.63783
C -1.71412 -3.57496 6.79735
O -3.10596 -3.83274 6.70455
C -3.40281 -5.13670 6.23856
H -2.50490 -3.77640 2.79907
H -3.34533 -3.07629 4.19486
H -2.26452 -2.07037 3.20399
H -1.78733 -1.79975 5.58150
H -0.17133 -2.48758 5.80333
H -1.54978 -3.02174 7.72749
H -1.14997 -4.51034 6.85479
H -3.17289 -5.88069 7.00889
H -2.85029 -5.37464 5.32645
H -4.46915 -5.17594 6.02333
C -0.71170 5.47535 -2.38959
O -1.97730 5.13265 -2.92347
C -2.22861 5.72718 -4.18930
C -2.02102 4.74249 -5.31818
O -0.65839 4.37203 -5.43786
C -0.38309 3.09711 -4.87742
H -0.53058 4.83225 -1.52895
H 0.08819 5.32172 -3.11763
H -0.70710 6.51897 -2.05579
H -1.59926 6.61004 -4.33392
H -3.27312 6.05501 -4.19063
H -2.31345 5.21648 -6.26092
H -2.65148 3.86024 -5.17209
H -0.80232 2.30396 -5.50561
H -0.78173 3.00883 -3.86525
H 0.69576 2.97448 -4.83788
*
```

Values from the calculation:
- Kohn-Sham gap: 8.85 eV
- LUMO energy: -0.2 eV
- E_HOMO: -9.1 eV
- SMILES: CCCC[C@@]1(CC(=O)Cl)C[C@](I)(CC(=O)I)NC1=O.COCCOC.COCCOC

Calculated atomic charges, method Mulliken, unit e:
1. C -1.4745
2. C -0.2171
3. C -0.6868
4. C -1.4282
5. C 2.9888
6. C -1.5011
7. C 0.9324
8. O -0.4177
9. Cl -0.2183
10. C -1.5844
11. C -0.4468
12. I 0.2572
13. C 0.0538
14. C -0.1671
15. O -0.4481
16. I 0.0474
17. N 0.1596
18. C -1.0586
19. O -0.5575
20. H 0.3722
21. H 0.3859
22. H 0.3397
23. H 0.2160
24. H 0.3610
25. H 0.5203
26. H 0.2996
27. H 0.4971
28. H 0.3008
29. H -0.1101
30. H 0.6976
31. H 0.6170
32. H 0.2887
33. H 0.1808
34. H 0.3702
35. H 0.4291
36. C -0.5825
37. O -0.3888
38. C -0.5072
39. C -0.5165
40. O -0.3729
41. C -0.7268
42. H 0.3210
43. H 0.3475
44. H 0.1677
45. H 0.3140
46. H 0.3855
47. H 0.3684
48. H 0.3237
49. H 0.3300
50. H 0.3145
51. H 0.2492
52. C -0.6274
53. O -0.3267
54. C -0.5021
55. C -0.4972
56. O -0.4069
57. C -0.7987
58. H 0.1139
59. H 0.3182
60. H 0.3259
61. H 0.3231
62. H 0.3759
63. H 0.4066
64. H 0.2951
65. H 0.3647
66. H 0.3188
67. H 0.2913